1.
Entry from the OMol25 dataset: a structure of composition C39H52BBrCl2LuN8P2 (ωB97M-V with the def2-TZVPD basis set).

Last column: Mulliken charge in e.
Atoms and positions in Å:
Lu1 0.138 0.211 -1.212  1.4145
C1 1.817 -0.125 -5.628  -1.5738
C2 2.004 -0.056 -4.251  -0.9006
N1 0.848 0.143 -3.614  1.2209
N2 -0.096 0.199 -4.578  -0.1364
C3 0.456 0.049 -5.790  -0.3918
B1 -1.571 0.504 -4.255  -0.6503
N3 -1.618 1.843 -3.498  0.2611
C4 -2.187 2.987 -3.898  -0.3613
C5 -1.879 3.979 -2.983  -1.4574
C6 -1.096 3.332 -2.033  -0.6521
N4 -0.949 2.044 -2.336  0.6406
N5 -2.192 -0.606 -3.373  0.5397
C7 -3.261 -1.358 -3.655  -0.3821
C8 -3.593 -2.102 -2.536  -1.6380
C9 -2.650 -1.726 -1.587  -0.7928
N6 -1.802 -0.828 -2.096  1.1886
H1 2.560 -0.281 -6.393  0.5022
H2 2.920 -0.169 -3.694  0.7716
H3 -0.154 0.086 -6.678  0.5149
H4 -2.198 0.587 -5.277  -0.1443
H5 -2.764 3.020 -4.810  0.5069
H6 -2.168 5.016 -3.010  0.5589
H7 -0.619 3.741 -1.163  0.6620
H8 -3.726 -1.301 -4.628  0.4964
H9 -4.401 -2.804 -2.423  0.5311
H10 -2.547 -2.050 -0.563  0.4741
C10 -1.634 -3.510 1.839  -1.6112
C11 -0.161 -3.316 1.458  0.3428
C12 0.023 -3.089 -0.031  -1.8633
P1 0.455 -1.869 2.443  0.6396
C13 1.067 -2.767 3.950  0.4439
C14 1.603 -1.775 4.986  -1.3822
C15 2.000 -3.983 3.808  -1.8403
C16 1.976 -1.082 1.724  0.9833
C17 3.221 -1.654 2.020  -0.9810
C18 4.381 -0.910 2.146  -1.0239
C19 4.285 0.470 2.044  -1.0317
C20 3.092 1.073 1.680  -0.4701
C21 1.940 0.320 1.390  -0.7984
N7 0.782 0.838 0.790  0.2709
C22 0.283 2.179 0.889  0.8613
C23 1.035 3.362 0.809  -0.7684
C24 0.437 4.607 0.952  -1.5395
C25 -0.932 4.725 1.137  -1.1726
C26 -1.705 3.575 1.167  -0.4484
C27 -1.133 2.312 1.041  0.1173
P2 -2.026 0.747 1.366  1.5469
C28 -2.004 0.961 3.246  0.4668
C29 -2.855 2.087 3.843  -1.5312
C30 -0.583 1.229 3.756  -1.4393
C31 -3.798 0.863 0.729  0.8430
C32 -3.832 1.531 -0.650  -1.6385
C33 -4.980 1.363 1.556  -1.9860
H11 -1.752 -3.711 2.906  0.3659
H12 -2.069 -4.353 1.294  0.4587
H13 -2.212 -2.608 1.620  0.1953
H14 0.386 -4.220 1.731  0.6165
H15 1.044 -3.318 -0.326  0.6342
H16 -0.665 -3.670 -0.645  0.8628
H17 -0.140 -2.029 -0.274  0.0021
H18 0.109 -3.136 4.334  0.7157
H19 2.509 -1.281 4.622  0.2082
H20 1.861 -2.296 5.911  0.4703
H21 0.872 -1.005 5.228  0.2669
H22 2.027 -4.407 2.802  0.3862
H23 1.685 -4.784 4.481  0.3420
H24 3.022 -3.720 4.084  0.4562
H25 3.270 -2.718 2.208  0.3743
H26 5.320 -1.388 2.395  0.5099
H27 5.151 1.093 2.243  0.4296
H28 3.063 2.147 1.607  0.3185
H29 2.096 3.332 0.638  0.2832
H30 1.056 5.495 0.912  0.3314
H31 -1.392 5.699 1.251  0.4269
H32 -2.775 3.661 1.317  0.4318
H33 -2.351 -0.006 3.628  0.6721
H34 -2.481 3.064 3.528  0.2424
H35 -2.741 2.044 4.931  0.5068
H36 -3.914 2.036 3.627  0.3650
H37 -0.270 2.240 3.477  0.2220
H38 0.154 0.526 3.390  -0.1260
H39 -0.586 1.185 4.848  0.6362
H40 -3.985 -0.203 0.557  0.2287
H41 -3.773 2.618 -0.565  0.2886
H42 -4.772 1.288 -1.154  0.5761
H43 -3.022 1.209 -1.298  0.2429
H44 -4.944 2.442 1.724  0.3226
H45 -5.066 0.860 2.518  0.4564
H46 -5.899 1.154 1.000  0.4953
Br1 0.489 -2.990 -3.375  0.0366
C34 2.094 -2.701 -2.422  -0.0924
C35 3.070 -3.674 -2.539  -0.7872
C36 4.268 -3.481 -1.870  -0.7684
C37 4.436 -2.334 -1.116  -1.0692
C38 3.397 -1.427 -1.056  -0.4758
N8 2.230 -1.587 -1.700  1.5011
H47 2.888 -4.550 -3.145  0.5246
H48 5.053 -4.224 -1.936  0.4352
H49 5.346 -2.141 -0.560  0.5605
H50 3.499 -0.530 -0.457  0.4317
Cl1 2.508 1.733 -1.572  0.1618
C39 2.968 2.784 -2.963  -0.7227
Cl2 1.625 3.564 -3.757  -0.0773
H51 3.489 2.158 -3.674  0.4276
H52 3.614 3.537 -2.534  0.5063

Summary:
- Total energy: -201169.669 eV
- HOMO: -0.35156 Eh
- Charge: +1

---

2.
Entry from the OMol25 dataset: a cluster of 2 separate species, C2H5IN2S in total (ωB97M-V with the def2-TZVPD basis set).

Last column: Mulliken charge in e.
Atoms and positions in Å:
C1 -0.151 -0.037 -0.171  0.4841
C2 -0.974 -0.554 0.985  -0.7719
N1 0.105 1.230 -0.622  -0.3957
N2 -0.636 0.293 -1.473  -0.4465
S1 2.090 -1.368 -0.009  -0.3186
I1 3.563 0.381 0.406  0.0501
H1 -0.210 -0.887 1.665  0.2989
H2 -1.684 -1.382 0.655  0.2618
H3 -1.315 0.388 1.213  0.3188
H4 -0.533 1.943 -0.280  0.2446
H5 -0.255 -0.007 -2.369  0.2744

Summary:
- ΔE to the lowest compared entry with this formula, charge and spin: 67.8 kcal per mole
- Total energy: -24066.927 eV
- HOMO: -0.29494 Eh

---

3.
Entry from the OMol25 dataset: a structure of composition CH36F3NaO21S (ωB97M-V with the def2-TZVPD basis set).

Last column: Mulliken charge in e.
Atoms and positions in Å:
Na1 -0.071 0.212 0.070  0.4196
C1 -2.758 -3.277 0.503  0.5902
F1 -2.627 -3.314 1.825  -0.2200
F2 -1.531 -3.448 0.024  -0.2266
F3 -3.656 -4.198 0.119  -0.2158
S1 -3.503 -1.593 -0.104  1.1014
O1 -2.426 -0.642 0.029  -0.3236
O2 -3.908 -1.837 -1.499  -0.6721
O3 -4.614 -1.200 0.828  -0.7344
O4 0.193 -3.912 -2.362  -0.5227
H1 -0.516 -4.528 -2.547  0.2678
H2 0.378 -3.498 -3.205  0.2370
O5 3.062 3.830 0.540  -0.6527
H3 3.549 3.523 1.305  0.2812
H4 3.728 3.950 -0.137  0.3079
O6 -1.043 2.386 0.626  -0.6055
H5 -1.147 2.463 1.574  0.2918
H6 -1.937 2.325 0.290  0.2263
O7 -2.204 1.686 -3.288  -0.6356
H7 -2.603 1.549 -2.428  0.3629
H8 -1.264 1.604 -3.132  0.3382
O8 1.804 0.950 3.306  -0.7139
H9 0.879 0.785 3.125  0.3890
H10 1.807 1.395 4.154  0.2740
O9 -0.748 -0.227 2.747  -0.5269
H11 -1.599 0.193 2.873  0.2650
H12 -0.798 -1.030 3.266  0.2815
O10 2.869 -1.565 3.283  -0.6839
H13 2.354 -0.759 3.246  0.4037
H14 3.745 -1.303 2.999  0.3010
O11 -2.213 4.717 -2.961  -0.6227
H15 -2.727 4.527 -3.746  0.3151
H16 -1.713 3.915 -2.802  0.3205
O12 -2.911 1.321 3.258  -0.5625
H17 -3.775 1.443 2.864  0.2723
H18 -3.031 1.565 4.176  0.2380
O13 -3.498 1.712 -0.771  -0.6249
H19 -4.347 2.144 -0.673  0.1961
H20 -3.558 0.935 -0.216  0.2522
O14 0.248 0.274 -2.497  -0.4266
H21 0.029 -0.430 -3.108  0.2431
H22 1.029 0.681 -2.872  0.1922
O15 0.970 -3.525 2.501  -0.7148
H23 1.092 -4.013 3.316  0.2966
H24 1.746 -2.967 2.438  0.2373
O16 3.876 0.301 -1.564  -0.5646
H25 3.591 0.499 -2.456  0.2935
H26 3.196 0.677 -1.005  0.3239
O17 0.943 -2.159 0.030  -0.3005
H27 0.933 -2.722 0.804  0.4157
H28 0.396 -2.617 -0.608  0.2372
O18 0.311 4.626 -0.099  -0.6377
H29 -0.174 3.861 0.209  0.4877
H30 1.227 4.419 0.084  0.3341
O19 2.348 -1.699 -3.762  -0.5594
H31 2.679 -2.211 -3.024  0.4234
H32 1.865 -2.331 -4.296  0.2398
O20 3.335 -2.750 -1.447  -0.7371
H33 3.730 -2.324 -0.686  0.2762
H34 2.441 -2.953 -1.171  0.4016
O21 2.104 1.267 0.400  -0.4253
H35 2.239 1.084 1.330  0.1624
H36 2.202 2.217 0.326  0.4123

Summary:
- Total energy: -68027.517 eV
- HOMO: -0.34288 Eh

---

4.
Entry from the OMol25 dataset: a cluster of 2 separate species, C2H3NOS3 in total (ωB97M-V with the def2-TZVPD basis set).

Last column: Mulliken charge in e.
Atoms and positions in Å:
C1 -1.025 0.354 0.056  0.7098
C2 1.128 0.132 0.015  -0.1169
N1 -1.405 -0.847 0.159  -0.3050
O1 -1.295 1.501 -0.045  -0.4999
S1 1.510 -1.227 1.042  -0.1894
S2 1.717 -1.166 -1.017  -0.0550
S3 1.656 1.846 0.027  -0.1547
H1 -0.511 -1.527 0.261  0.2234
H2 -2.316 -1.294 -0.121  0.2680
H3 0.540 2.229 -0.378  0.1198

Summary:
- ΔE to the lowest compared entry with this formula, charge and spin: 48.9 kcal per mole
- Total energy: -38163.284 eV
- HOMO: -0.31149 Eh

---

Number 1: orbital gap 0.2693 hartree, E_LUMO -2.24 eV. Number 2: orbital gap 0.2689 hartree, E_LUMO -0.71 eV. Number 3: orbital gap 0.3153 hartree, E_LUMO -0.75 eV. Number 4: orbital gap 0.3065 hartree, E_LUMO -0.14 eV.